# 1
{"formula": "C48H48IIrN13OPS", "method": "ωB97M-V/def2-TZVPD", "elements": ["Ir", "N", "C", "N", "C", "N", "N", "C", "N", "C", "C", "C", "C", "C", "N", "H", "H", "H", "H", "H", "H", "H", "H", "C", "C", "C", "N", "H", "H", "H", "H", "H", "N", "P", "C", "C", "C", "C", "C", "C", "C", "C", "C", "C", "C", "C", "C", "C", "C", "C", "C", "C", "H", "H", "H", "H", "H", "H", "H", "H", "H", "H", "H", "H", "H", "H", "H", "N", "C", "C", "C", "C", "C", "C", "N", "C", "C", "C", "C", "N", "C", "C", "H", "H", "H", "H", "H", "H", "H", "H", "H", "I", "C", "C", "N", "N", "C", "H", "H", "H", "O", "S", "C", "C", "C", "C", "H", "H", "H", "H", "H", "H", "H", "H"], "positions_angstrom": [[1.218, -1.172, 0.003], [3.995, -3.039, 1.209], [4.361, -1.968, 0.507], [5.656, -1.837, 0.276], [6.053, -0.774, -0.419], [7.339, -0.623, -0.678], [5.197, 0.167, -0.905], [3.945, -0.043, -0.641], [3.413, -1.067, 0.062], [2.967, 0.883, -1.226], [3.327, 2.101, -1.775], [2.342, 2.884, -2.353], [1.041, 2.400, -2.404], [0.766, 1.165, -1.850], [1.708, 0.441, -1.241], [4.722, -3.675, 1.493], [3.031, -3.263, 1.361], [8.005, -1.288, -0.319], [7.662, 0.184, -1.186], [4.365, 2.400, -1.744], [2.589, 3.845, -2.786], [0.253, 2.962, -2.887], [-0.208, 0.704, -1.923], [0.367, -1.833, 5.221], [1.670, -2.117, 4.457], [1.455, -2.158, 3.012], [1.285, -2.188, 1.878], [0.603, -1.688, 6.273], [-0.326, -2.668, 5.135], [-0.115, -0.930, 4.849], [2.112, -3.064, 4.772], [2.407, -1.333, 4.646], [-0.711, -1.344, -0.101], [-2.279, -1.127, -0.398], [-2.948, 0.368, 0.351], [-2.394, 1.609, 0.018], [-2.877, 2.769, 0.595], [-3.914, 2.704, 1.520], [-4.459, 1.477, 1.866], [-3.977, 0.307, 1.291], [-3.260, -2.488, 0.210], [-2.748, -3.364, 1.163], [-3.557, -4.366, 1.681], [-4.871, -4.485, 1.252], [-5.383, -3.610, 0.298], [-4.580, -2.612, -0.229], [-2.530, -1.051, -2.174], [-3.175, 0.023, -2.787], [-3.343, 0.021, -4.166], [-2.865, -1.038, -4.924], [-2.218, -2.107, -4.313], [-2.043, -2.113, -2.941], [-1.586, 1.665, -0.697], [-2.446, 3.726, 0.327], [-4.296, 3.608, 1.975], [-5.264, 1.428, 2.587], [-4.410, -0.643, 1.573], [-1.723, -3.253, 1.504], [-3.169, -5.052, 2.422], [-5.504, -5.261, 1.661], [-6.410, -3.705, -0.030], [-4.979, -1.930, -0.971], [-3.563, 0.843, -2.198], [-3.857, 0.843, -4.646], [-3.001, -1.034, -5.998], [-1.857, -2.935, -4.910], [-1.535, -2.940, -2.461], [-0.199, 5.084, 3.498], [-1.084, 5.839, 4.236], [-1.160, 7.209, 4.503], [-2.224, 7.622, 5.265], [-3.195, 6.715, 5.752], [-3.121, 5.373, 5.481], [-2.056, 4.932, 4.682], [-1.776, 3.671, 4.204], [-0.669, 3.795, 3.518], [-0.075, 2.675, 2.809], [-0.750, 1.452, 2.811], [-0.248, 0.401, 2.093], [0.891, 0.476, 1.370], [1.568, 1.634, 1.406], [1.128, 2.738, 2.102], [0.634, 5.429, 3.056], [-0.432, 7.912, 4.121], [-2.320, 8.672, 5.509], [-4.005, 7.095, 6.359], [-3.833, 4.666, 5.884], [-1.675, 1.362, 3.365], [-0.763, -0.547, 2.079], [2.504, 1.676, 0.874], [1.739, 3.631, 2.097], [3.203, -5.644, -3.762], [2.145, -4.615, -2.336], [0.846, -4.837, -1.907], [0.582, -3.924, -0.972], [1.637, -3.119, -0.745], [2.590, -3.531, -1.592], [0.132, -5.592, -2.199], [-0.266, -3.792, -0.438], [3.552, -3.052, -1.640], [1.003, -1.478, -2.904], [1.444, -1.985, -4.267], [3.206, -1.510, -4.461], [3.296, -0.412, -5.524], [1.972, 0.341, -5.462], [0.913, -0.750, -5.486], [3.763, -2.405, -4.735], [3.519, -1.169, -3.472], [3.409, -0.863, -6.511], [4.151, 0.242, -5.356], [1.858, 1.049, -6.282], [1.897, 0.894, -4.521], [0.888, -1.265, -6.450], [-0.094, -0.433, -5.221]], "forces_ev_per_angstrom": [[3.4, 1.1, 3.7], [0.0, 0.1, 0.0], [0.0, 0.2, 0.1], [0.0, 0.0, 0.0], [-0.1, 0.0, 0.0], [0.0, 0.0, 0.1], [0.1, 0.1, 0.0], [0.1, -0.1, 0.0], [-0.3, -0.2, 0.1], [0.0, 0.0, -0.3], [0.0, 0.0, -0.1], [0.0, 0.0, 0.0], [0.1, 0.0, 0.0], [0.0, -0.1, -0.2], [-1.2, -0.7, -0.5], [0.0, 0.0, 0.0], [0.0, -0.1, -0.1], [0.0, 0.0, 0.0], [0.0, 0.0, 0.0], [0.0, 0.0, 0.0], [0.0, 0.0, 0.0], [0.0, 0.0, 0.0], [0.0, 0.0, 0.0], [0.0, 0.0, -0.1], [-0.1, 0.1, 0.1], [0.0, -0.3, 0.2], [-0.6, 0.2, -0.3], [0.0, 0.0, 0.0], [0.0, 0.0, 0.0], [0.0, 0.0, 0.0], [0.0, 0.0, -0.1], [0.0, 0.0, -0.1], [-0.5, -0.5, -0.6], [0.0, 0.4, -0.1], [0.1, 0.0, 0.1], [-0.1, -0.1, 0.0], [0.0, 0.0, 0.0], [0.0, 0.0, 0.0], [0.0, 0.0, 0.0], [0.0, 0.0, 0.0], [0.1, -0.1, 0.1], [0.0, 0.0, 0.0], [0.0, 0.0, 0.0], [0.0, 0.0, 0.0], [0.0, 0.0, 0.0], [0.0, -0.1, 0.1], [0.3, 0.0, -0.1], [0.0, -0.1, 0.0], [0.0, 0.0, 0.0], [0.0, 0.0, 0.0], [0.0, 0.0, 0.0], [-0.1, 0.1, 0.0], [0.0, 0.0, 0.0], [0.0, 0.0, 0.0], [0.0, 0.0, 0.0], [0.0, 0.0, 0.0], [0.0, 0.0, 0.0], [0.0, 0.0, 0.0], [0.0, 0.0, 0.0], [0.0, 0.0, 0.0], [0.0, 0.0, 0.0], [0.0, 0.0, 0.0], [0.0, 0.0, 0.0], [0.0, 0.0, 0.0], [0.0, 0.0, 0.0], [0.0, 0.0, 0.0], [0.0, 0.0, 0.0], [0.0, 0.0, 0.0], [-0.1, 0.1, -0.1], [0.1, -0.1, 0.0], [-0.1, 0.0, 0.1], [0.1, 0.1, 0.1], [0.0, -0.1, 0.0], [0.0, -0.1, 0.0], [-0.1, 0.0, 0.2], [0.0, 0.1, -0.1], [0.0, 0.1, 0.0], [0.1, 0.0, 0.2], [0.1, 0.0, 0.1], [-0.5, -0.1, -0.9], [0.0, -0.1, 0.1], [0.0, -0.1, 0.1], [0.0, 0.0, 0.0], [0.0, 0.0, 0.1], [0.0, 0.0, 0.0], [0.0, 0.0, 0.0], [-0.1, 0.0, -0.1], [0.0, 0.0, 0.0], [0.0, 0.0, 0.0], [0.0, 0.0, 0.0], [0.0, 0.0, 0.0], [0.0, -0.1, 0.0], [0.1, 0.0, 0.1], [0.1, 0.0, 0.0], [0.0, -0.1, 0.0], [-0.5, 0.5, -1.1], [-0.2, -0.1, 0.1], [0.0, 0.0, 0.1], [0.0, 0.1, -0.1], [0.0, 0.1, 0.0], [0.2, -0.1, -0.9], [-0.3, 0.1, 0.2], [0.0, -0.1, -0.2], [-0.1, 0.1, 0.1], [0.0, 0.0, -0.1], [0.1, 0.1, 0.0], [0.0, 0.0, 0.1], [-0.1, 0.0, 0.0], [0.1, 0.0, 0.0], [0.0, -0.1, 0.0], [0.0, 0.0, 0.0], [0.0, 0.0, 0.0], [0.0, 0.0, 0.0], [0.0, -0.1, 0.1]], "mulliken_charge": [2.9380, -0.0943, 0.0646, -0.7876, 0.1669, -0.3001, -0.7695, 0.9712, 0.5238, -0.4491, -0.3251, -1.1946, -1.1974, -0.4584, 1.1417, 0.2741, 0.1346, 0.2817, 0.2541, 0.6727, 0.5382, 0.6435, 0.2925, -1.0204, -0.5780, 0.6973, -0.7755, 0.3932, 0.3515, 0.1915, 0.4006, 0.3035, 0.8272, 1.3480, 0.2722, 0.1205, -0.9911, -0.6507, -1.0731, -0.9059, 0.3205, -0.2881, -0.8713, -0.6102, -0.7660, -0.5073, 0.4281, -0.2826, -0.7183, -0.6777, -0.4947, -0.4199, 0.1973, 0.5470, 0.4941, 0.4721, 0.4189, 0.3097, 0.4666, 0.4310, 0.4570, 0.4684, 0.5278, 0.4984, 0.4698, 0.4888, 0.1568, -0.0099, 0.7735, -1.0818, -0.4375, -0.5181, -0.8814, 0.5438, -0.3828, -0.4097, 1.1257, -0.6479, -1.7162, 0.2483, -0.3578, -1.1481, 0.1797, 0.4051, 0.4131, 0.4152, 0.4695, 0.8371, 1.3043, 0.3416, 0.5577, 0.2238, -0.9500, 0.2755, -0.2840, -0.1138, -0.4557, 0.5417, -0.0262, 0.4406, -1.0861, 0.2663, 0.2480, -1.0269, 0.0435, -0.4942, 0.4914, -0.5244, 0.3489, 0.4125, 0.5408, -0.3145, 0.5541, 0.1175], "homo_ev": [-14.09, -14.09], "multiplicity": 2, "relative_energy_kj_mol": 113.1, "homo_lumo_gap_ev": [6.36, 5.27], "lumo_energy_ha": [-0.2841, -0.3241], "charge": 3, "energy_ev": -103017.6248, "max_force_ev_per_a": 5.14}

=====

# 2
{"formula": "C48H48N2O2P2PtS3", "method": "ωB97M-V/def2-TZVPD", "elements": ["Pt", "O", "S", "C", "C", "C", "C", "C", "C", "P", "C", "C", "C", "C", "C", "C", "C", "C", "C", "C", "C", "C", "C", "C", "C", "C", "C", "C", "P", "C", "C", "C", "C", "C", "C", "C", "C", "C", "C", "C", "C", "H", "H", "H", "H", "H", "H", "H", "H", "H", "H", "H", "H", "H", "H", "H", "H", "H", "H", "H", "H", "H", "H", "H", "H", "H", "H", "H", "H", "C", "N", "C", "C", "S", "N", "C", "C", "H", "H", "H", "H", "H", "H", "H", "H", "H", "H", "H", "H", "C", "S", "O", "C", "C", "C", "C", "C", "C", "H", "H", "H", "H", "H", "H", "H", "H"], "positions_angstrom": [[-0.114, 0.407, -0.055], [1.345, 3.134, 1.809], [0.704, 2.618, 0.610], [-0.565, 3.780, 0.125], [-0.391, 5.111, 0.483], [-1.345, 6.034, 0.085], [-2.464, 5.616, -0.630], [-2.647, 4.276, -0.929], [-1.684, 3.345, -0.547], [-1.988, 1.579, -0.705], [-3.493, 1.388, 0.279], [-4.775, 1.477, -0.258], [-5.880, 1.366, 0.575], [-5.711, 1.166, 1.938], [-4.432, 1.077, 2.478], [-3.326, 1.190, 1.651], [-2.349, 1.237, -2.424], [-3.177, 0.162, -2.763], [-3.424, -0.113, -4.099], [-2.836, 0.664, -5.090], [-1.960, 1.689, -4.754], [-1.702, 1.970, -3.422], [1.907, 2.831, -0.697], [2.265, 4.111, -1.113], [3.377, 4.274, -1.916], [4.129, 3.167, -2.294], [3.753, 1.896, -1.896], [2.640, 1.716, -1.080], [2.148, 0.057, -0.508], [2.355, -0.927, -2.018], [1.232, -1.099, -2.829], [1.350, -1.707, -4.069], [2.596, -2.137, -4.510], [3.711, -1.990, -3.699], [3.595, -1.386, -2.455], [3.425, -0.384, 0.696], [3.850, 0.596, 1.596], [4.746, 0.270, 2.601], [5.212, -1.032, 2.723], [4.783, -2.010, 1.837], [3.887, -1.693, 0.826], [0.463, 5.401, 1.082], [-1.222, 7.077, 0.343], [-3.213, 6.339, -0.928], [-3.547, 3.950, -1.436], [-4.916, 1.642, -1.319], [-6.877, 1.440, 0.159], [-6.577, 1.086, 2.584], [-4.302, 0.920, 3.542], [-2.324, 1.131, 2.063], [-3.611, -0.452, -1.985], [-4.081, -0.930, -4.368], [-3.055, 0.467, -6.132], [-1.485, 2.273, -5.531], [-1.008, 2.760, -3.156], [1.687, 4.974, -0.814], [3.675, 5.268, -2.223], [5.021, 3.299, -2.892], [4.350, 1.046, -2.192], [0.263, -0.748, -2.491], [0.475, -1.843, -4.691], [2.698, -2.586, -5.491], [4.680, -2.331, -4.044], [4.468, -1.277, -1.821], [3.483, 1.613, 1.519], [5.069, 1.030, 3.300], [5.903, -1.284, 3.516], [5.137, -3.028, 1.943], [3.532, -2.454, 0.148], [2.881, -4.918, -1.751], [2.415, -5.560, -0.533], [3.242, -6.687, -0.104], [1.429, -5.028, 0.229], [1.032, -3.375, 0.133], [0.777, -5.861, 1.077], [-0.042, -5.361, 2.167], [0.562, -7.281, 0.798], [2.955, -5.665, -2.544], [3.868, -4.471, -1.604], [2.185, -4.141, -2.050], [4.288, -6.410, -0.239], [3.053, -7.587, -0.690], [3.083, -6.899, 0.948], [0.282, -4.366, 2.456], [0.062, -6.033, 3.020], [-1.098, -5.324, 1.878], [0.868, -7.534, -0.210], [-0.507, -7.487, 0.886], [1.090, -7.920, 1.508], [-2.371, -2.221, 2.068], [-1.968, -2.506, 0.347], [-1.761, -1.075, -0.210], [-3.600, -2.928, -0.212], [-4.652, -2.022, -0.152], [-5.913, -2.436, -0.549], [-6.109, -3.738, -1.003], [-5.044, -4.624, -1.085], [-3.775, -4.218, -0.691], [-3.193, -1.510, 2.119], [-1.479, -1.818, 2.550], [-2.656, -3.170, 2.525], [-4.487, -1.009, 0.200], [-6.750, -1.751, -0.494], [-7.101, -4.063, -1.292], [-5.201, -5.629, -1.455], [-2.929, -4.894, -0.750]], "forces_ev_per_angstrom": [[-0.5, 2.3, 0.9], [-0.4, -0.8, 0.5], [0.0, -0.4, -2.1], [0.1, 0.1, 0.4], [0.0, 0.0, 0.1], [0.0, -0.1, 0.0], [0.0, 0.0, 0.0], [0.0, 0.2, -0.1], [-0.1, -0.1, -0.2], [-0.6, -0.2, 0.5], [0.0, -0.2, 0.0], [0.0, 0.1, 0.0], [-0.1, 0.0, 0.0], [0.0, 0.0, 0.0], [0.0, 0.0, 0.0], [-0.1, 0.1, -0.1], [0.2, -0.2, -0.1], [0.0, 0.1, 0.0], [0.0, 0.0, 0.0], [0.0, 0.0, 0.0], [0.0, 0.0, 0.0], [-0.1, 0.0, 0.1], [0.1, 0.1, 0.1], [-0.1, 0.0, 0.1], [0.1, 0.0, 0.0], [0.0, 0.0, 0.0], [0.1, 0.1, 0.0], [-0.2, 0.0, 0.1], [0.4, -1.2, 0.0], [-0.1, 0.1, 0.0], [0.2, 0.0, 0.0], [0.0, 0.0, 0.1], [0.0, 0.0, 0.0], [0.1, 0.1, 0.0], [0.0, 0.0, 0.1], [-0.1, 0.0, 0.1], [0.0, 0.0, -0.1], [0.0, 0.1, 0.1], [0.0, 0.0, 0.0], [0.0, 0.0, 0.0], [0.1, 0.1, -0.1], [0.0, 0.0, 0.0], [0.0, 0.0, 0.0], [0.0, 0.0, 0.0], [0.0, 0.0, 0.0], [0.0, 0.0, 0.0], [0.0, 0.0, 0.0], [0.0, 0.0, 0.0], [0.0, 0.0, 0.0], [0.0, -0.1, 0.1], [0.0, 0.0, -0.1], [0.0, 0.0, 0.0], [0.0, 0.0, 0.0], [0.0, 0.0, 0.0], [-0.1, 0.0, 0.0], [0.1, 0.0, 0.0], [0.0, 0.0, 0.0], [0.0, 0.0, 0.0], [0.0, 0.0, 0.0], [-0.1, 0.0, 0.0], [0.0, 0.0, 0.0], [0.0, 0.0, 0.1], [0.0, 0.0, 0.0], [0.0, 0.0, 0.0], [0.0, 0.0, 0.0], [0.0, 0.0, 0.0], [0.0, 0.0, 0.0], [0.0, 0.0, 0.0], [0.0, -0.1, 0.0], [0.0, 0.1, 0.0], [-0.1, -0.2, 0.0], [0.0, 0.1, 0.0], [0.0, 0.2, 0.0], [0.3, -0.2, 0.0], [0.2, -0.1, 0.0], [0.0, 0.1, 0.0], [0.0, 0.1, 0.0], [0.0, 0.0, 0.0], [0.0, 0.0, 0.0], [0.0, 0.0, 0.0], [0.0, 0.0, 0.0], [0.0, 0.0, 0.0], [0.0, 0.0, 0.0], [0.0, 0.0, 0.0], [0.0, 0.0, 0.0], [0.0, 0.0, 0.0], [0.0, 0.0, 0.0], [0.0, 0.0, 0.0], [0.0, 0.0, 0.0], [0.1, 0.2, 0.0], [-0.4, -0.2, 0.0], [0.7, 0.1, -0.2], [0.0, 0.1, -0.1], [-0.1, 0.0, 0.1], [0.0, 0.0, 0.0], [0.0, 0.0, 0.0], [-0.1, 0.0, 0.0], [0.1, 0.0, 0.0], [0.0, 0.0, 0.0], [0.0, -0.1, 0.0], [0.0, 0.0, -0.1], [0.0, -0.1, 0.0], [0.0, 0.0, 0.0], [0.0, 0.0, 0.0], [0.0, 0.0, 0.0], [0.0, 0.0, 0.0]], "mulliken_charge": [4.1007, -0.7525, 0.8372, 0.5746, -0.7829, -0.8093, -0.8933, -0.3411, -0.2246, 0.1007, 1.3854, -0.5946, -0.7420, -0.6839, -0.5883, -0.8362, 0.3372, -0.2385, -0.8278, -0.7361, -0.8009, -0.6660, 0.9371, -0.7912, -0.9247, -0.9445, -0.6587, -0.0002, 0.2659, 1.5798, -0.7498, -0.6694, -0.6972, -1.0757, -0.5359, 0.9309, -0.6776, -0.8500, -0.7259, -0.9337, -0.0336, 0.7295, 0.4663, 0.4834, 0.4977, 0.4445, 0.5243, 0.4422, 0.4848, 0.3932, 0.1970, 0.5286, 0.4425, 0.4889, 0.4163, 0.4777, 0.4567, 0.4658, 0.4843, -0.0081, 0.5142, 0.4252, 0.4876, 0.5594, 0.1649, 0.4788, 0.4124, 0.4968, 0.4500, -1.0522, 0.2355, -1.2474, 0.1232, -0.1191, 0.2116, -1.0957, -1.2343, 0.4477, 0.3779, 0.1441, 0.3818, 0.3520, 0.3984, 0.3321, 0.4064, 0.2613, 0.4202, 0.3960, 0.3417, -1.0028, 0.5662, -1.0495, 0.2380, 0.8468, -0.7548, -0.7259, -0.6635, -0.6425, 0.3096, 0.3710, 0.4579, -0.6267, 0.5134, 0.4222, 0.4299, 0.5610], "homo_ev": -11.97, "relative_energy_kj_mol": 247.3, "homo_lumo_gap_ev": 5.59, "lumo_energy_ha": -0.2348, "charge": 2, "energy_ev": -111947.3914, "max_force_ev_per_a": 2.53}